[1]
This record from OMol25 describes a molecular structure, C52H120N7O16Zr. The level of theory is wB97M-V/def2-TZVPD.

```
196
Properties=species:S:1:pos:R:3:forces:R:3:mulliken_charge:R:1
Zr -4.252 -4.385 3.469 0.13 0.19 -0.22 0.918
C -1.918 0.300 -2.003 0.09 0.79 0.47 -1.032
C -1.030 -0.695 -1.130 -0.81 0.29 3.03 0.637
C 0.434 -0.218 -0.792 -0.17 -0.07 -0.56 -1.160
O -1.693 -1.160 0.011 0.81 0.50 -2.27 -0.440
H -1.195 1.097 -2.175 -0.27 0.17 -0.49 0.310
H -2.777 0.758 -1.511 0.33 -0.21 0.83 0.296
H -2.397 -0.018 -2.930 0.80 -0.67 -0.10 0.309
H -0.885 -1.501 -1.850 -0.09 -0.93 -0.24 0.204
H 0.729 0.423 -1.623 0.40 -0.09 0.07 0.338
H 1.140 -1.043 -0.691 -0.24 -0.33 -0.54 0.297
H 0.644 0.303 0.142 -1.03 0.36 0.04 0.324
C -8.492 -4.641 1.055 -6.38 -10.68 -4.77 0.858
O -9.111 -5.675 0.814 -4.30 1.97 -2.14 -0.463
O -8.132 -4.396 2.154 3.46 5.36 8.33 -0.194
O -7.300 -4.727 0.754 7.26 3.36 -1.38 -0.204
C 12.137 -3.153 -4.526 1.14 1.29 -1.11 -0.784
O 11.861 -4.363 -3.973 -1.33 -1.10 1.10 -0.317
C 11.463 -4.299 -2.594 0.48 -1.92 0.10 -0.631
C 10.753 -5.665 -2.251 -0.80 1.04 1.46 -0.811
N 9.293 -5.486 -2.150 1.07 1.15 0.05 -0.244
C 8.706 -5.454 -3.441 -1.56 -0.21 -0.29 -0.339
C 7.179 -5.245 -3.504 -0.01 -0.86 0.51 -0.683
O 6.534 -6.268 -2.742 0.15 -0.39 -0.36 -0.312
C 5.177 -6.057 -2.461 -0.09 0.26 0.54 -0.790
H 12.982 -2.674 -4.031 -0.03 0.44 0.44 0.319
H 11.290 -2.472 -4.608 -0.24 0.12 0.31 0.314
H 12.515 -3.292 -5.539 -0.21 -0.30 -0.16 0.260
H 10.823 -3.475 -2.280 -0.29 0.16 -0.66 0.372
H 12.377 -4.201 -2.008 0.22 -0.02 0.18 0.494
H 11.032 -6.066 -1.277 0.49 0.38 0.13 0.465
H 11.087 -6.429 -2.953 -0.28 0.01 -0.48 0.341
H 8.754 -5.821 -1.364 0.38 -0.39 -0.42 0.247
H 8.997 -6.408 -3.880 -0.51 -0.15 -0.94 0.304
H 9.097 -4.656 -4.072 0.44 0.12 0.07 0.198
H 6.865 -5.297 -4.546 -0.02 -0.12 -0.24 0.335
H 6.799 -4.296 -3.124 0.54 0.45 0.18 0.381
H 5.064 -5.201 -1.796 -0.01 0.26 0.25 0.321
H 4.790 -6.929 -1.934 0.18 -0.07 -0.07 0.260
H 4.508 -5.857 -3.297 0.29 -0.14 -0.59 0.301
C 13.081 -2.390 4.845 0.85 -1.07 0.07 -0.750
O 11.812 -2.917 5.187 -1.51 1.56 -0.91 -0.347
C 10.642 -2.070 4.831 1.07 -0.23 -0.80 -0.507
C 10.111 -2.007 3.313 0.79 -2.19 3.77 -0.579
N 9.191 -0.900 3.295 0.90 -0.17 -1.91 -0.413
C 8.742 -0.864 1.879 -1.19 -0.12 0.59 -0.554
C 8.407 0.549 1.493 1.27 -1.36 0.95 -0.625
O 9.682 1.217 1.866 -2.54 -1.88 0.03 -0.322
C 9.641 2.563 1.684 -0.35 1.94 -1.49 -0.805
H 13.418 -1.435 5.248 -0.86 0.42 0.25 0.319
H 13.336 -2.400 3.785 -0.54 0.13 -0.36 0.276
H 13.788 -3.101 5.272 0.02 -0.13 0.10 0.278
H 10.851 -1.036 5.106 0.20 0.09 0.29 0.343
H 9.804 -2.428 5.429 0.26 -0.05 0.09 0.315
H 9.561 -2.947 3.276 -0.20 -0.06 -0.68 0.273
H 10.928 -2.083 2.596 0.06 0.59 -0.24 0.419
H 9.786 -0.087 3.360 -0.02 0.41 0.36 0.356
H 7.811 -1.431 1.901 0.02 -0.37 -0.65 0.382
H 9.468 -1.292 1.189 0.05 -0.11 -0.02 0.324
H 7.489 0.717 2.057 0.42 1.42 0.81 0.351
H 8.032 0.570 0.469 0.99 0.59 -0.52 0.401
H 8.622 2.949 1.725 -0.14 0.16 0.30 0.338
H 9.960 2.713 0.652 0.28 0.80 -0.15 0.273
H 10.255 3.147 2.369 0.18 -0.38 0.10 0.254
C 1.957 -1.851 7.281 0.00 -1.61 2.06 -0.714
O 1.975 -3.102 8.054 -0.57 0.83 -0.69 -0.313
C 2.560 -4.179 7.378 1.64 0.53 0.90 -0.455
C 2.694 -5.389 8.265 -1.58 0.03 0.37 -0.714
N 1.342 -5.930 8.518 0.99 -2.44 0.82 -0.353
C 1.501 -7.387 9.010 -0.02 1.06 0.15 -0.437
C 0.353 -8.030 9.645 -3.20 -0.58 1.31 -0.726
O -0.009 -7.529 10.944 0.43 0.72 -0.25 -0.312
C -1.087 -8.107 11.652 -0.23 -0.33 -0.24 -0.765
H 1.703 -1.128 8.056 0.14 0.26 -0.29 0.246
H 1.138 -1.875 6.562 0.38 0.00 -0.47 0.246
H 2.976 -1.698 6.927 -0.26 0.33 -0.55 0.331
H 3.622 -3.981 7.237 0.33 0.68 -0.72 0.328
H 2.123 -4.367 6.397 -0.35 -0.26 -0.10 0.338
H 3.122 -5.165 9.242 0.15 0.40 -0.15 0.382
H 3.389 -6.059 7.759 -0.05 -0.47 -0.13 0.366
H 0.979 -6.045 7.583 -0.54 -0.02 -0.14 0.268
H 2.225 -7.554 9.808 1.23 0.69 -0.84 0.347
H 1.528 -8.033 8.133 1.38 -0.15 -0.13 0.317
H 0.457 -9.105 9.793 0.76 -0.26 -0.33 0.412
H -0.412 -7.970 8.871 -1.25 0.29 0.37 0.334
H -2.020 -8.034 11.092 -0.14 0.02 -0.13 0.301
H -1.246 -7.645 12.626 0.35 0.74 -0.29 0.266
H -0.957 -9.146 11.956 0.42 -0.47 -0.56 0.306
C 0.902 -1.304 -10.262 1.57 0.30 1.71 -0.622
O 1.815 -2.215 -9.620 0.40 -1.04 0.66 -0.366
C 2.087 -2.175 -8.153 0.77 1.06 -2.07 -0.590
C 3.163 -1.100 -7.782 -0.95 -0.15 0.51 -0.589
N 4.540 -1.279 -8.204 -0.99 -0.73 -0.32 -0.290
C 5.446 -0.295 -7.633 -0.11 -0.97 -0.20 -0.332
C 6.504 -0.041 -8.687 2.00 2.70 0.48 -0.603
O 7.288 1.203 -8.506 -0.20 -0.51 -0.03 -0.387
C 6.534 2.395 -8.439 -0.90 -0.92 1.19 -0.722
H -0.096 -1.317 -9.823 -0.16 -0.23 -0.08 0.263
H 0.902 -1.509 -11.332 -0.03 -0.14 0.25 0.228
H 1.365 -0.340 -10.053 -0.54 0.61 -0.53 0.280
H 2.498 -3.158 -7.922 -0.45 -0.07 -0.01 0.299
H 1.129 -1.939 -7.690 0.15 -0.17 0.51 0.339
H 3.245 -0.960 -6.704 -0.35 -0.73 0.43 0.450
H 2.673 -0.152 -8.006 0.31 0.69 -0.88 0.359
H 4.645 -1.352 -9.206 -0.22 0.10 -0.03 0.248
H 5.944 -0.734 -6.768 0.05 0.03 0.22 0.145
H 4.851 0.531 -7.242 0.36 0.67 -0.46 0.362
H 6.138 0.017 -9.712 -0.40 -0.32 -0.01 0.407
H 7.344 -0.728 -8.594 -0.56 -0.56 -0.28 0.273
H 6.098 2.484 -7.443 0.02 0.10 0.49 0.238
H 5.631 2.290 -9.040 0.20 0.61 -0.82 0.332
H 7.139 3.296 -8.540 0.06 -0.34 -0.74 0.279
C -7.872 2.868 4.937 -1.19 0.04 0.46 -0.721
O -8.932 2.294 5.756 1.29 0.21 -0.44 -0.305
C -9.772 1.578 4.872 -0.93 0.14 1.28 -0.608
C -11.027 0.974 5.607 1.51 0.78 -1.49 -0.566
N -10.591 -0.151 6.410 -1.97 -1.17 0.28 -0.288
C -11.718 -0.908 7.066 1.73 -1.08 -0.02 -1.004
C -12.447 -0.128 8.040 -0.46 -0.89 -0.57 -0.438
O -11.607 0.485 8.947 -3.08 1.70 0.55 -0.326
C -12.662 1.266 9.619 2.49 0.22 2.79 -0.830
H -7.466 2.155 4.219 -0.11 -0.31 -0.07 0.283
H -7.020 3.247 5.501 -0.47 0.02 0.45 0.257
H -8.379 3.662 4.389 0.50 0.32 -0.28 0.305
H -9.112 0.834 4.425 -0.48 -0.57 -0.42 0.329
H -10.156 2.262 4.115 0.02 0.05 -0.40 0.396
H -11.707 0.705 4.799 -0.26 -0.38 -0.29 0.372
H -11.556 1.798 6.085 0.36 -0.21 0.78 0.363
H -10.290 -0.837 5.734 0.67 0.01 -0.18 0.241
H -11.280 -1.738 7.620 0.57 -0.06 -0.09 0.374
H -12.506 -1.410 6.506 0.13 0.22 -1.22 0.388
H -13.094 -0.802 8.600 -0.44 -0.24 -0.17 0.479
H -13.095 0.537 7.469 -0.16 0.73 0.26 0.321
H -12.119 1.494 10.535 0.03 1.56 -0.12 0.322
H -13.466 0.750 10.145 -0.34 -1.14 -1.02 0.349
H -13.107 2.081 9.048 0.58 0.06 -0.08 0.309
C -12.955 -0.923 -7.046 -0.58 -0.05 1.34 -1.653
C -11.870 -0.700 -5.912 3.06 -0.36 -1.12 1.226
C -10.564 -1.465 -6.416 -0.21 1.56 -2.56 -1.272
C -9.833 -0.591 -7.573 -0.88 -1.10 2.01 -0.681
C -9.330 0.645 -6.872 -0.75 0.49 0.01 -1.146
C -10.498 1.581 -6.328 1.49 -0.97 -0.48 1.178
N -11.555 0.751 -5.640 2.18 -1.79 -0.21 0.469
O -12.702 1.337 -5.138 -0.31 1.28 -0.23 -0.472
C -9.746 2.635 -5.409 -2.04 0.00 0.40 -1.773
C -11.067 2.279 -7.549 -0.28 0.62 0.19 -1.536
C -12.305 -1.322 -4.585 -1.37 -0.04 -1.27 -1.693
H -12.672 -0.731 -8.081 0.15 0.69 0.33 0.298
H -13.857 -0.422 -6.694 0.09 1.00 -0.56 0.421
H -13.420 -1.906 -7.119 0.83 -0.77 0.49 0.460
H -9.775 -1.773 -5.730 -0.34 0.41 0.60 0.387
H -10.911 -2.373 -6.910 -0.16 -0.18 0.22 0.512
H -10.523 -0.302 -8.366 -0.05 -0.25 0.00 0.305
H -9.036 -1.197 -8.006 0.09 0.13 -0.05 0.363
H -8.794 1.256 -7.598 0.17 0.22 0.18 0.498
H -8.634 0.394 -6.071 -0.05 -0.11 0.13 0.380
H -8.907 3.211 -5.802 -0.02 -0.53 -0.72 0.339
H -10.509 3.385 -5.202 -0.03 0.32 0.23 0.425
H -9.439 2.280 -4.425 -0.02 -0.56 -0.13 0.391
H -10.304 2.766 -8.155 0.18 0.00 0.11 0.401
H -11.594 1.574 -8.193 -0.19 0.15 0.12 0.345
H -11.724 3.070 -7.188 -0.40 -0.08 -0.31 0.359
H -13.352 -1.031 -4.680 -0.41 -0.47 1.35 0.415
H -11.854 -0.977 -3.654 0.17 0.27 -0.39 0.314
H -12.218 -2.405 -4.662 -0.14 -0.02 0.10 0.398
H -12.502 1.455 -4.206 -0.18 0.12 0.23 0.341
C 1.264 9.687 3.639 0.67 -0.49 -1.04 -1.911
C 1.634 8.968 2.277 -1.01 -0.67 0.61 1.576
C 0.342 8.187 1.950 0.18 0.00 -1.84 -1.370
C 0.195 7.635 0.457 2.29 -1.25 1.40 -0.848
C 0.412 8.801 -0.539 -0.44 -0.82 3.04 -1.247
C 1.727 9.632 -0.247 -0.74 -0.44 -0.13 1.679
N 1.819 9.979 1.273 -2.68 -0.88 -3.15 0.101
O 2.846 10.838 1.541 1.38 0.62 0.28 -0.452
C 2.967 8.919 -0.771 1.04 -0.40 0.14 -1.897
C 1.589 10.890 -1.148 -0.11 0.86 0.19 -1.748
C 2.809 8.003 2.464 0.53 0.65 0.08 -1.644
H 0.336 10.239 3.488 0.10 0.11 0.08 0.418
H 2.067 10.356 3.946 -0.04 -0.01 0.18 0.536
H 1.114 8.936 4.414 0.03 0.05 0.04 0.404
H 0.295 7.449 2.751 -0.52 -0.31 -0.34 0.481
H -0.482 8.898 2.007 -0.18 -0.02 0.48 0.420
H -0.693 7.006 0.385 -0.79 0.92 -0.27 0.419
H 0.899 6.828 0.254 0.85 0.01 0.26 0.386
H -0.445 9.305 -0.092 -0.20 1.51 -1.44 0.354
H 0.294 8.439 -1.560 0.11 0.57 0.00 0.521
H 3.830 9.451 -0.370 0.16 0.10 -0.09 0.475
H 3.150 7.870 -0.537 -0.56 -0.10 0.50 0.279
H 3.072 8.930 -1.856 -0.35 0.39 -0.11 0.477
H 0.906 10.765 -1.989 -0.29 -0.60 0.18 0.391
H 1.199 11.767 -0.631 0.08 -0.09 0.32 0.401
H 2.493 11.199 -1.672 0.41 -0.08 0.56 0.373
H 3.689 8.611 2.673 0.17 -0.03 0.14 0.392
H 3.061 7.440 1.566 -0.34 -0.12 0.06 0.248
H 2.659 7.336 3.313 -0.08 -0.08 -0.08 0.417
H 2.418 11.415 2.177 0.33 0.59 -0.07 0.370
```
Forces are in eV/Å.

E_tot ... -3685.8161 hartree
Total charge ... +1

[2]
This record from OMol25 describes a molecular structure, C31H30N5O3PSeV. The level of theory is wB97M-V/def2-TZVPD.

```
72
Properties=species:S:1:pos:R:3:forces:R:3:mulliken_spin:R:1
V 0.688 1.145 -0.394 -0.15 -0.54 -0.23 2.050
O -2.945 2.958 -0.414 -0.02 0.01 0.03 -0.003
C -1.801 2.586 -0.242 0.10 0.07 0.06 0.012
N -1.181 1.514 -0.787 -0.14 0.01 0.07 -0.126
C -1.746 0.940 -1.989 0.07 0.06 -0.08 0.018
C -0.637 0.941 -3.016 -0.08 0.02 -0.06 0.021
C -0.860 0.732 -4.367 -0.01 0.00 0.03 -0.008
C 0.210 0.770 -5.242 0.03 0.02 0.01 0.008
C 1.485 1.013 -4.747 -0.03 0.01 0.02 -0.004
C 1.634 1.197 -3.389 0.05 0.07 -0.05 0.023
N 0.599 1.168 -2.543 0.07 0.20 0.00 -0.001
C -0.826 3.416 0.569 -0.07 -0.06 -0.06 0.036
C -1.228 4.506 1.311 0.03 0.02 -0.01 -0.010
C -0.255 5.291 1.914 0.00 -0.02 -0.01 0.015
C 1.081 4.964 1.738 0.00 -0.02 -0.01 -0.008
C 1.402 3.843 0.993 0.03 0.02 0.05 0.031
N 0.467 3.078 0.425 0.07 -0.12 0.11 -0.035
H -2.598 1.528 -2.335 0.00 0.02 0.00 0.004
H -2.093 -0.085 -1.836 0.00 -0.01 -0.01 -0.006
H -1.867 0.552 -4.718 0.00 0.00 0.00 0.000
H 0.054 0.622 -6.302 0.00 0.00 0.00 0.000
H 2.346 1.058 -5.398 0.00 0.00 0.00 0.000
H 2.609 1.369 -2.947 0.00 0.00 -0.01 -0.004
H -2.285 4.724 1.375 0.01 0.01 0.01 0.000
H -0.532 6.155 2.503 -0.01 0.00 0.00 0.001
H 1.869 5.560 2.175 0.00 0.00 0.00 0.000
H 2.432 3.539 0.847 0.00 0.01 0.01 -0.004
O 3.073 -1.908 0.293 0.16 0.08 -0.05 0.006
C 2.343 -1.028 0.659 -0.28 0.12 0.25 0.005
O 2.255 0.173 0.095 0.10 0.08 -0.21 -0.029
C 1.434 -1.182 1.883 0.13 -0.02 0.01 -0.002
P 0.048 0.010 1.799 0.01 0.01 -0.08 -0.031
C 0.106 0.918 3.371 -0.03 -0.04 0.05 -0.006
C 1.192 1.767 3.578 0.03 -0.02 -0.01 0.015
C 1.320 2.471 4.764 0.00 0.00 0.00 0.004
C 0.355 2.338 5.752 0.00 0.01 0.02 -0.001
C -0.726 1.491 5.557 0.00 0.00 0.01 0.001
C -0.851 0.778 4.373 0.00 0.03 -0.04 0.002
C -1.541 -0.851 1.761 -0.05 0.10 0.01 -0.002
C -2.687 -0.049 1.797 0.05 -0.01 -0.04 0.001
C -3.943 -0.615 1.689 -0.03 -0.05 -0.01 0.002
C -4.069 -1.992 1.537 -0.04 0.04 0.00 -0.003
C -2.939 -2.791 1.497 0.03 -0.02 0.00 0.001
C -1.676 -2.224 1.603 0.02 -0.04 0.08 -0.003
H 2.036 -0.921 2.758 0.00 -0.04 0.02 -0.001
H 1.138 -2.222 1.992 -0.02 0.01 0.00 -0.001
H 1.957 1.860 2.814 0.00 0.00 0.00 0.002
H 2.173 3.119 4.920 0.00 0.00 0.00 0.000
H 0.450 2.888 6.679 0.00 0.00 0.00 0.000
H -1.472 1.376 6.332 0.00 0.00 0.00 0.000
H -1.692 0.112 4.234 0.00 -0.01 0.01 0.000
H -2.600 1.025 1.918 0.00 0.02 -0.02 -0.001
H -4.822 0.015 1.716 0.00 0.00 0.00 0.000
H -5.052 -2.438 1.451 0.00 0.00 0.00 0.000
H -3.036 -3.862 1.377 0.00 0.00 0.00 0.000
H -0.804 -2.860 1.546 -0.01 -0.01 0.00 0.000
C -0.670 -5.075 -2.125 -0.01 0.00 0.01 0.000
N 0.601 -4.512 -2.543 0.04 0.03 0.02 -0.001
C 1.605 -5.198 -3.194 0.10 0.04 -0.04 0.000
C 2.616 -4.326 -3.384 -0.05 -0.11 -0.04 0.000
N 2.219 -3.118 -2.847 0.04 0.04 0.02 0.000
C 2.998 -1.894 -2.906 -0.01 -0.01 0.04 0.001
C 0.983 -3.234 -2.328 -0.05 -0.01 0.14 0.004
Se -0.085 -1.985 -1.469 -0.09 0.06 0.04 0.024
H -0.700 -6.114 -2.441 -0.01 0.00 0.01 0.000
H -1.489 -4.522 -2.580 0.00 0.00 0.00 0.000
H -0.764 -5.012 -1.043 -0.01 0.00 0.00 0.000
H 1.511 -6.236 -3.454 0.01 0.00 0.00 0.000
H 3.578 -4.453 -3.845 -0.01 -0.01 0.01 0.000
H 4.027 -2.159 -3.138 0.01 0.00 0.01 0.000
H 2.971 -1.396 -1.939 -0.02 -0.01 -0.04 0.001
H 2.603 -1.248 -3.687 0.00 -0.01 0.01 -0.001
```
Forces are in eV/Å.

ΔE to the lowest compared entry with this formula, charge and spin ... 14.2 kcal/mol
Multiplicity ... 3
<S²> ... 2.016
E_tot ... -5385.5497 hartree
Total charge ... +1